Molecular formula: C4H7NO
Method: DFT, ωB97M-V with the def2-TZVPD basis set

Values from the calculation:
**E**: -7797.8432 eV
**SMILES**: C=NCCC=O
**Relative energy (zero: lowest compared OMol25 entry of this formula, charge and spin)**: 41.54 kcal per mole

Positions of all 13 atoms, in Å:
1 H -2.2859 -0.4459 0.0331
2 N -0.6233 -0.1463 -1.1872
3 H -2.4774 0.6400 -1.4777
4 H 1.8399 -0.5935 1.0730
5 H -0.3821 -1.4067 0.5146
6 C 1.2992 -0.0421 0.2909
7 H 2.0186 0.2692 -0.4707
8 O 1.1752 2.3055 0.8150
9 C 0.2051 -0.9391 -0.2959
10 C -1.8336 0.0138 -0.8594
11 H -0.2027 1.0227 1.5351
12 C 0.7134 1.1976 0.9253
13 H 0.6705 -1.7426 -0.8769

Atoms 1-6, force components in eV/Å:
0.1 0.0 -0.1
-0.4 0.0 0.2
0.1 -0.1 0.0
-0.1 0.1 -0.1
0.0 0.1 -0.1
0.1 0.1 -0.1

=====

Molecular formula: C6H16NO
Method: DFT, ωB97M-V with the def2-TZVPD basis set

Values from the calculation:
**Total charge**: +1
**E**: -10012.4118 eV
**Relative energy (zero: lowest compared OMol25 entry of this formula, charge and spin)**: 20.77 kcal per mole

Positions of all 24 atoms, in Å:
1 H 0.4901 0.2834 3.8191
2 C 2.3768 -1.7165 -0.1920
3 C 1.2367 -1.2193 -1.0564
4 H 1.5511 -1.0205 -2.0773
5 H -0.9106 2.3727 -1.2810
6 H -2.9197 0.6648 -1.2900
7 H -0.2784 1.2239 1.4340
8 C -1.1893 -0.5947 -1.4346
9 H 0.3420 0.8494 0.0412
10 C -1.3335 1.8449 -0.4296
11 H 2.8849 -0.9200 0.3468
12 H -2.0054 2.4557 0.1538
13 H 3.0561 -2.3069 -0.8062
14 H -1.8046 -1.4559 -1.6918
15 H 1.9971 -2.4639 0.5006
16 H -0.8311 -0.1420 -2.3546
17 H -0.3113 -1.5081 0.3366
18 H -2.3857 0.1510 0.2130
19 H 1.6073 0.2899 2.8599
20 H 0.5507 2.3676 0.4634
21 C -0.0165 -1.1122 -0.6300
22 C -1.9831 0.5157 -0.7461
23 N -0.1305 1.6123 0.4934
24 O 0.6479 0.1563 2.8681

Atoms 1-6, force components in eV/Å:
-0.5 -0.2 -0.3
-0.8 -1.0 -0.4
0.8 -0.2 0.5
-0.5 0.5 -0.1
-0.2 0.1 -0.1
0.3 0.4 -0.2

=====

Asked for gap between HOMO and LUMO across the records above, the calculation gives 10.76 10.08 eV in order.